Record 1
ORCA calculation (ωB97M-V/def2-TZVPD) on 3 unconnected molecules or ions with the total composition C35H70FI2N3O16P3 in a non-equilibrium geometry.

E_LUMO, eV: -4.6
Net charge: +1
HOMO energy, eV: -11.8
Frontier orbital gap, eV: 7.2

Each line ends with the Löwdin charge.
Atoms and positions in Å:
C  -5.070  -1.804  -1.053  -0.07
C  -5.336  -2.498  0.275  -0.26
O  -4.951  -3.862  0.348  -0.12
C  -3.590  -4.135  0.128  -0.20
C  -2.682  -3.574  1.219  -0.16
O  -1.343  -3.868  0.842  -0.16
C  -0.349  -3.247  1.617  -0.16
C  0.423  -2.148  0.858  -0.40
C  -0.316  -0.811  1.104  -0.10
C  -0.162  -0.238  2.495  -0.50
O  0.612  0.574  2.843  0.12
F  -1.078  -0.689  3.369  0.12
C  1.922  -2.093  1.238  -0.58
I  2.604  -1.914  3.242  1.17
C  2.557  -1.308  0.109  -0.17
C  3.688  -0.404  0.326  -0.12
C  3.275  0.970  0.952  -0.14
C  2.108  1.751  0.344  -0.18
C  1.782  1.540  -1.139  -0.21
C  0.938  2.704  -1.700  -0.13
C  -0.059  2.175  -2.721  -0.19
O  -1.264  1.803  -2.031  -0.05
C  -2.342  1.535  -2.809  -0.59
C  -2.153  0.803  -4.115  -0.01
O  -3.425  1.846  -2.429  0.13
N  1.957  -1.707  -1.000  -0.02
P  2.505  -1.383  -2.655  0.49
N  1.473  -0.818  -3.624  -0.12
O  3.796  -0.483  -2.493  -0.12
O  3.053  -2.806  -3.131  -0.11
C  0.728  -2.491  -0.660  -0.52
I  -1.062  -1.706  -1.725  1.38
C  0.772  -3.984  -1.047  -0.09
C  0.006  -4.498  -2.275  -0.56
O  -0.930  -5.215  -2.092  0.14
N  0.519  -4.201  -3.577  -0.19
C  1.164  -5.468  -4.029  -0.05
C  -0.549  -3.896  -4.539  -0.10
H  -5.158  -0.727  -0.885  0.08
H  -5.805  -2.051  -1.818  0.08
H  -4.067  -1.968  -1.447  0.00
H  -4.934  -1.902  1.103  0.11
H  -6.416  -2.497  0.429  0.12
H  -3.495  -5.221  0.187  0.14
H  -3.229  -3.867  -0.869  0.09
H  -2.947  -4.062  2.162  0.15
H  -2.868  -2.502  1.346  0.11
H  0.367  -4.028  1.905  0.14
H  -0.775  -2.872  2.548  0.13
H  0.014  -0.017  0.433  0.09
H  -1.391  -0.931  0.988  0.09
H  2.249  -3.116  1.008  0.10
H  4.322  -0.214  -0.528  0.10
H  4.332  -0.881  1.073  0.11
H  4.168  1.594  0.925  0.13
H  3.060  0.828  2.011  0.07
H  1.184  1.643  0.909  0.09
H  2.344  2.813  0.453  0.13
H  1.157  0.652  -1.271  0.06
H  2.713  1.507  -1.707  0.11
H  1.564  3.442  -2.198  0.12
H  0.358  3.123  -0.876  0.13
H  -0.286  2.969  -3.439  0.12
H  0.348  1.336  -3.292  0.08
H  -3.024  0.165  -4.245  0.09
H  -2.156  1.499  -4.954  0.10
H  -1.239  0.210  -4.119  0.03
H  1.301  -1.470  -4.383  0.02
H  4.171  -0.355  -3.380  0.13
H  3.550  -3.268  -2.440  0.09
H  1.821  -4.243  -1.254  0.12
H  0.463  -4.625  -0.229  0.12
H  1.858  -5.271  -4.843  0.09
H  1.622  -5.995  -3.193  0.09
H  0.381  -6.129  -4.415  0.10
H  -1.401  -4.577  -4.478  0.10
H  -0.124  -4.006  -5.538  0.09
H  -0.874  -2.860  -4.469  0.03
O  -3.048  8.069  -4.366  -0.20
P  -2.185  7.265  -5.234  0.44
O  -2.690  7.339  -6.754  -0.19
C  -2.738  8.612  -7.419  -0.26
C  -1.361  9.167  -7.726  -0.08
O  -2.576  5.724  -4.906  -0.22
C  -3.264  5.375  -3.700  -0.27
C  -4.731  5.122  -3.982  -0.06
O  -0.628  7.032  -5.383  -0.18
C  -0.025  5.804  -5.806  -0.26
C  -0.310  5.419  -7.239  -0.07
H  -3.312  9.316  -6.813  0.12
H  -3.290  8.446  -8.343  0.12
H  -0.813  9.399  -6.810  0.07
H  -1.444  10.082  -8.312  0.08
H  -0.766  8.445  -8.285  0.07
H  -3.135  6.145  -2.940  0.11
H  -2.798  4.464  -3.317  0.10
H  -5.150  5.923  -4.590  0.08
H  -5.299  5.045  -3.055  0.08
H  -4.853  4.193  -4.541  0.07
H  -0.285  4.997  -5.122  0.10
H  1.047  5.972  -5.688  0.12
H  -1.340  5.093  -7.370  0.08
H  0.344  4.593  -7.524  0.08
H  -0.132  6.254  -7.914  0.07
O  0.158  -2.661  9.048  -0.20
P  1.621  -2.721  8.997  0.44
O  2.265  -1.929  10.229  -0.19
C  1.971  -2.351  11.572  -0.25
C  2.623  -3.672  11.929  -0.07
O  2.032  -1.700  7.794  -0.22
C  1.072  -1.296  6.822  -0.30
C  0.569  0.104  7.106  -0.06
O  2.689  -3.832  8.674  -0.18
C  3.962  -3.596  8.051  -0.25
C  4.930  -2.787  8.880  -0.07
H  0.888  -2.406  11.706  0.12
H  2.343  -1.561  12.223  0.12
H  2.217  -4.490  11.329  0.08
H  2.454  -3.906  12.979  0.08
H  3.696  -3.638  11.745  0.07
H  0.245  -2.004  6.773  0.11
H  1.576  -1.318  5.851  0.02
H  0.293  0.208  8.155  0.08
H  -0.297  0.341  6.487  0.08
H  1.350  0.840  6.904  0.08
H  3.826  -3.159  7.063  0.11
H  4.374  -4.593  7.890  0.12
H  4.634  -1.741  8.938  0.08
H  5.918  -2.833  8.421  0.08
H  4.998  -3.174  9.896  0.07

Record 2
ORCA calculation (ωB97M-V/def2-TZVPD) on 4 unconnected molecules or ions with the total composition C35H73F13N4O5SSi6 in a non-equilibrium geometry.

E_LUMO, eV: -1.6
SMILES string: C=CC(=O)OCCCCCCc1nnc(CCC(F)(F)C(F)(F)C(F)(F)C(F)(F)S(F)(F)(F)(F)F)nn1.C[Si](C)(C)O[Si](C)(C)C.C[Si](C)(C)O[Si](C)(C)C.C[Si](C)(C)O[Si](C)(C)C
Net charge: 0
HOMO energy, eV: -9.3
Frontier orbital gap, eV: 7.7

Each line ends with the Löwdin charge.
Atoms and positions in Å:
C  -6.478  -4.183  -1.585  0.00
C  -5.641  -5.048  -2.338  -0.06
C  -4.286  -4.561  -3.004  -0.38
O  -4.304  -4.288  -4.231  0.07
O  -3.067  -4.363  -2.316  -0.08
C  -2.225  -5.560  -2.363  -0.16
C  -1.720  -6.031  -0.908  -0.17
C  -2.901  -6.480  0.077  -0.20
C  -3.097  -5.476  1.337  -0.20
C  -3.603  -4.032  0.862  -0.22
C  -3.930  -3.024  2.068  -0.11
C  -2.598  -2.321  2.665  -0.24
N  -1.612  -2.074  1.728  0.10
N  -0.517  -1.545  2.220  0.09
C  -0.550  -1.332  3.585  -0.26
C  0.820  -0.731  4.202  -0.11
C  0.837  0.866  4.267  -0.07
C  0.698  1.625  2.888  -0.29
F  0.735  3.030  3.193  0.03
F  -0.572  1.436  2.257  0.06
C  1.807  1.317  1.782  -0.21
F  1.337  1.965  0.591  0.07
F  1.920  -0.038  1.420  0.08
C  3.243  2.024  2.073  -0.21
F  3.065  3.355  1.574  0.08
F  3.499  2.216  3.445  0.09
C  4.455  1.438  1.225  -0.30
F  5.329  2.541  0.982  0.06
F  4.090  1.009  -0.077  0.09
S  5.498  0.111  2.013  0.99
F  4.974  -0.973  0.807  -0.20
F  6.748  0.519  0.954  -0.17
F  6.129  1.115  3.166  -0.14
F  4.295  -0.473  2.987  -0.16
F  6.485  -1.091  2.594  -0.15
N  -1.549  -1.541  4.515  0.08
N  -2.644  -2.070  4.024  0.08
H  -6.949  -4.545  -0.606  0.08
H  -6.734  -3.139  -1.967  0.06
H  -5.973  -6.124  -2.484  0.12
H  -1.298  -5.278  -2.981  0.14
H  -2.820  -6.366  -2.907  0.14
H  -0.965  -6.875  -1.103  0.12
H  -1.118  -5.200  -0.394  0.12
H  -2.643  -7.539  0.450  0.11
H  -3.879  -6.582  -0.511  0.10
H  -2.102  -5.471  1.889  0.11
H  -3.902  -5.925  2.028  0.11
H  -2.845  -3.640  0.113  0.09
H  -4.576  -4.217  0.272  0.09
H  -4.456  -3.650  2.872  0.12
H  -4.583  -2.199  1.636  0.11
H  0.906  -1.100  5.289  0.13
H  1.741  -1.129  3.666  0.10
H  1.740  1.169  4.897  0.13
H  -0.080  1.170  4.897  0.15
C  -7.228  -1.658  -4.397  -0.16
Si  -5.951  -0.744  -5.426  0.37
C  -4.470  -0.362  -4.337  -0.15
C  -5.387  -1.883  -6.804  -0.16
O  -6.597  0.659  -6.050  -0.28
Si  -7.278  2.090  -5.539  0.37
C  -7.751  3.158  -7.006  -0.17
C  -6.066  3.054  -4.477  -0.17
C  -8.826  1.761  -4.528  -0.17
H  -7.513  -1.072  -3.519  0.02
H  -6.828  -2.615  -4.053  0.00
H  -8.128  -1.854  -4.986  0.04
H  -3.726  0.216  -4.890  0.04
H  -4.000  -1.286  -3.989  0.02
H  -4.773  0.218  -3.460  0.02
H  -4.622  -1.399  -7.417  0.03
H  -6.225  -2.155  -7.450  0.03
H  -4.961  -2.801  -6.390  0.02
H  -6.872  3.397  -7.610  0.03
H  -8.199  4.096  -6.667  0.03
H  -8.476  2.643  -7.642  0.03
H  -5.840  2.511  -3.556  0.02
H  -6.483  4.027  -4.205  0.03
H  -5.130  3.219  -5.016  0.03
H  -8.582  1.223  -3.608  0.02
H  -9.537  1.158  -5.100  0.03
H  -9.313  2.700  -4.255  0.03
C  1.454  9.125  8.413  -0.17
Si  1.082  9.428  6.598  0.37
C  -0.758  9.754  6.412  -0.17
C  2.007  10.968  6.060  -0.17
O  1.539  8.117  5.679  -0.28
Si  1.215  6.491  5.521  0.37
C  2.247  5.741  4.147  -0.16
C  -0.597  6.216  5.111  -0.16
C  1.609  5.581  7.116  -0.16
H  0.856  8.295  8.799  0.02
H  1.226  10.014  9.005  0.03
H  2.510  8.881  8.553  0.03
H  -1.021  9.885  5.360  0.03
H  -1.045  10.659  6.954  0.03
H  -1.342  8.920  6.810  0.02
H  1.801  11.196  5.011  0.03
H  3.085  10.833  6.176  0.03
H  1.703  11.827  6.662  0.03
H  2.029  6.224  3.192  0.04
H  2.033  4.675  4.048  0.00
H  3.314  5.858  4.357  0.04
H  -1.236  6.547  5.934  0.02
H  -0.793  5.156  4.932  0.03
H  -0.876  6.775  4.214  0.04
H  0.959  5.918  7.927  0.02
H  2.647  5.758  7.413  0.03
H  1.466  4.505  6.990  0.03
C  7.394  -1.672  -3.736  -0.16
Si  6.181  -2.834  -2.898  0.37
C  6.600  -2.916  -1.070  -0.16
C  4.461  -2.109  -3.073  -0.16
O  6.252  -4.350  -3.584  -0.28
Si  7.336  -5.589  -3.836  0.37
C  6.516  -7.010  -4.746  -0.17
C  7.988  -6.238  -2.199  -0.17
C  8.791  -4.995  -4.864  -0.17
H  8.424  -2.001  -3.572  0.02
H  7.293  -0.660  -3.339  0.03
H  7.212  -1.638  -4.814  0.03
H  5.945  -3.625  -0.557  0.04
H  6.478  -1.937  -0.604  0.01
H  7.635  -3.239  -0.925  0.03
H  3.721  -2.743  -2.577  0.03
H  4.184  -2.017  -4.126  0.03
H  4.417  -1.115  -2.619  0.03
H  5.677  -7.405  -4.169  0.03
H  7.231  -7.821  -4.911  0.03
H  6.141  -6.681  -5.719  0.03
H  8.564  -5.469  -1.678  0.02
H  8.639  -7.101  -2.360  0.03
H  7.162  -6.546  -1.552  0.03
H  9.360  -4.232  -4.327  0.02
H  8.445  -4.565  -5.807  0.03
H  9.465  -5.825  -5.091  0.03

Record 3
ORCA calculation (ωB97M-V/def2-TZVPD) on 5 unconnected molecules or ions with the total composition C35H74FNO20P4 in a non-equilibrium geometry.

E_LUMO, eV: -1.1
SMILES string: O=C(OF)OCCCNCc1ccccc1O.CCOP(=O)(OCC)OCC.CCOP(=O)(OCC)OCC.CCOP(=O)(OCC)OCC.CCOP(=O)(OCC)OCC
Net charge: 0
HOMO energy, eV: -8.7
Frontier orbital gap, eV: 7.5

Each line ends with the Löwdin charge.
Atoms and positions in Å:
O  -3.829  -7.196  3.931  0.19
C  -3.530  -6.273  3.228  -0.50
O  -3.198  -6.474  1.865  0.06
F  -4.394  -6.766  1.187  -0.01
O  -3.508  -5.006  3.700  0.06
C  -3.998  -4.105  2.664  -0.16
C  -4.358  -2.729  3.221  -0.14
C  -4.528  -1.650  2.124  -0.21
N  -5.452  -1.994  1.048  -0.06
C  -6.860  -1.645  1.324  -0.13
C  -7.539  -2.908  1.903  -0.15
C  -7.645  -4.080  1.156  -0.06
C  -8.206  -5.220  1.705  -0.10
C  -8.688  -5.247  3.009  -0.08
C  -8.611  -4.073  3.740  -0.02
C  -8.058  -2.930  3.204  -0.29
O  -7.994  -1.761  3.953  0.02
H  -4.915  -4.542  2.241  0.12
H  -3.230  -3.956  1.891  0.14
H  -5.202  -2.759  3.929  0.11
H  -3.496  -2.409  3.838  0.12
H  -4.762  -0.695  2.606  0.12
H  -3.530  -1.526  1.664  0.11
H  -5.373  -2.959  0.760  0.08
H  -6.868  -0.798  2.015  0.11
H  -7.315  -1.311  0.381  0.12
H  -7.279  -4.110  0.128  0.12
H  -8.263  -6.147  1.132  0.11
H  -9.120  -6.148  3.440  0.11
H  -9.000  -4.027  4.758  0.12
H  -8.475  -1.132  3.399  0.09
C  2.802  -1.692  3.203  -0.08
C  1.850  -1.171  4.263  -0.29
O  1.775  0.250  4.253  -0.21
P  0.567  1.055  3.443  0.62
O  -0.590  0.184  3.839  -0.24
O  0.338  2.274  4.510  -0.21
C  -0.941  2.516  5.094  -0.29
C  -1.048  1.841  6.447  -0.08
O  1.676  2.027  2.708  -0.18
C  2.553  1.516  1.708  -0.28
C  1.815  0.936  0.521  -0.08
H  2.440  -1.452  2.200  0.06
H  2.906  -2.776  3.275  0.08
H  3.791  -1.243  3.314  0.08
H  0.869  -1.631  4.140  0.10
H  2.218  -1.459  5.251  0.12
H  -1.743  2.200  4.427  0.10
H  -1.039  3.596  5.218  0.11
H  -0.789  0.783  6.389  0.07
H  -2.059  1.933  6.847  0.08
H  -0.351  2.297  7.152  0.08
H  3.241  0.794  2.151  0.10
H  3.164  2.356  1.371  0.12
H  1.130  0.138  0.829  0.07
H  2.520  0.527  -0.204  0.08
H  1.217  1.705  0.030  0.08
C  5.636  2.032  -4.720  -0.06
C  5.582  1.658  -3.251  -0.28
O  6.739  2.110  -2.549  -0.24
P  6.735  3.532  -1.706  0.61
O  5.393  3.509  -1.051  -0.24
O  7.664  3.124  -0.425  -0.21
C  7.179  3.254  0.911  -0.29
C  6.608  1.940  1.400  -0.08
O  8.132  4.044  -2.410  -0.18
C  8.173  4.402  -3.789  -0.28
C  7.222  5.529  -4.132  -0.08
H  5.619  3.117  -4.847  0.07
H  4.783  1.616  -5.257  0.08
H  6.551  1.659  -5.185  0.06
H  4.662  2.037  -2.804  0.10
H  5.562  0.569  -3.157  0.12
H  6.446  4.057  0.984  0.10
H  8.026  3.540  1.536  0.12
H  5.870  1.536  0.705  0.06
H  6.138  2.063  2.378  0.08
H  7.398  1.191  1.486  0.08
H  7.996  3.520  -4.409  0.09
H  9.196  4.720  -3.995  0.13
H  6.190  5.275  -3.866  0.07
H  7.260  5.749  -5.199  0.09
H  7.485  6.432  -3.580  0.09
C  7.280  -2.890  -4.826  -0.08
C  8.551  -3.554  -5.324  -0.29
O  9.440  -2.612  -5.915  -0.20
P  10.680  -1.939  -5.057  0.59
O  11.182  -3.094  -4.256  -0.23
O  11.837  -1.854  -6.207  -0.21
C  13.108  -2.475  -6.024  -0.29
C  13.130  -3.849  -6.663  -0.08
O  10.267  -0.411  -5.496  -0.18
C  9.072  0.190  -5.006  -0.29
C  9.028  0.276  -3.496  -0.06
H  7.498  -2.184  -4.020  0.06
H  6.579  -3.634  -4.445  0.08
H  6.792  -2.335  -5.629  0.08
H  9.026  -4.105  -4.511  0.11
H  8.299  -4.279  -6.100  0.12
H  13.372  -2.523  -4.968  0.10
H  13.850  -1.836  -6.508  0.11
H  12.294  -4.461  -6.326  0.07
H  14.061  -4.369  -6.434  0.08
H  13.038  -3.762  -7.748  0.08
H  8.202  -0.336  -5.407  0.10
H  9.040  1.199  -5.425  0.11
H  9.137  -0.715  -3.038  0.07
H  8.083  0.712  -3.163  0.06
H  9.846  0.896  -3.124  0.09
C  -12.672  4.186  2.466  -0.08
C  -11.838  4.377  1.213  -0.29
O  -10.650  3.594  1.248  -0.21
P  -10.564  2.105  0.513  0.64
O  -11.248  2.475  -0.770  -0.23
O  -9.021  2.155  -0.042  -0.22
C  -8.725  1.986  -1.427  -0.30
C  -8.595  3.330  -2.115  -0.08
O  -9.861  1.511  1.896  -0.20
C  -10.595  1.328  3.097  -0.29
C  -11.753  0.365  2.922  -0.07
H  -13.031  3.156  2.542  0.06
H  -13.539  4.847  2.459  0.08
H  -12.084  4.398  3.360  0.08
H  -12.441  4.163  0.329  0.10
H  -11.526  5.421  1.144  0.12
H  -9.472  1.360  -1.914  0.10
H  -7.774  1.452  -1.490  0.11
H  -9.465  3.961  -1.931  0.07
H  -8.475  3.204  -3.192  0.08
H  -7.728  3.869  -1.729  0.08
H  -10.930  2.287  3.496  0.10
H  -9.894  0.920  3.829  0.12
H  -12.437  0.705  2.137  0.07
H  -12.312  0.267  3.852  0.09
H  -11.389  -0.622  2.628  0.08